[1]
Entry from the OMol25 dataset: a cluster of 14 separate species, C43H97Cl2N3O30S10 in total (the ωB97M-V functional and the def2-TZVPD basis).

As for the charge: 0. The value obtained for the HOMO energy is -8.21 eV. The HOMO-LUMO gap is 8.4 eV.

Each line ends with the Löwdin charge.
CARTESIAN COORDINATES (ANGSTROEM)
O 18.0262 7.5678 11.4305  -0.291
S 17.1739 7.8689 10.3182  0.550
O 16.2902 6.9009 9.7231  -0.281
O 16.2613 9.0622 10.7946  -0.255
C 15.5087 9.8783 9.8478  -0.233
C 14.2922 10.4783 10.5605  -0.044
C 18.0727 8.4828 8.9657  -0.134
H 15.4489 9.2544 9.0162  0.080
H 16.1510 10.7141 9.5222  0.092
H 13.4989 9.7621 10.7947  0.074
H 13.8350 11.2932 9.9301  0.102
H 14.6358 10.8295 11.5558  0.070
H 18.7261 9.3363 9.1791  0.083
H 17.3363 8.7894 8.2618  0.050
H 18.6790 7.6874 8.4982  0.090
O 20.7683 15.4062 12.0441  -0.256
S 22.1039 15.5942 12.4599  0.539
O 22.4757 15.1558 13.7772  -0.305
O 22.9574 14.7485 11.4256  -0.251
C 24.2962 14.3250 11.8909  -0.176
C 24.3176 12.7873 12.4482  -0.022
C 22.6514 17.2272 12.4394  -0.107
H 24.7528 15.1060 12.5477  0.112
H 24.8116 14.4107 10.9428  0.107
H 23.8822 12.0809 11.7235  0.074
H 23.7182 12.7579 13.3608  0.049
H 25.3658 12.4774 12.6396  0.079
H 22.1342 17.6069 13.3043  0.044
H 22.2981 17.7942 11.5630  0.100
H 23.7201 17.1782 12.5166  0.069
O 16.6868 12.8190 9.9016  -0.275
S 17.2150 12.7863 11.2314  0.571
O 16.3510 12.4109 12.3186  -0.282
O 18.5085 11.8873 11.1110  -0.272
C 19.2772 11.4729 12.3032  -0.182
C 20.7351 11.6761 12.0155  -0.034
C 18.0333 14.3147 11.6301  -0.119
H 19.0235 10.4839 12.3262  0.090
H 18.8228 11.9504 13.1241  0.077
H 21.0183 11.2948 11.0387  0.090
H 21.3788 11.2004 12.7402  0.055
H 20.9956 12.7180 12.0250  0.052
H 17.3920 15.1475 11.3614  0.064
H 18.9428 14.2853 11.0063  0.064
H 18.3586 14.4470 12.6744  0.063
O 23.6345 7.5799 14.7311  -0.251
S 22.4891 8.3173 14.3732  0.513
O 22.5680 9.7282 14.5045  -0.285
O 22.1341 8.0063 12.9144  -0.277
C 22.0819 6.6997 12.2901  -0.195
C 21.8996 6.9302 10.7613  -0.026
C 20.9879 7.8616 15.2902  -0.072
H 21.2393 6.2713 12.8077  0.117
H 22.9758 6.2885 12.6326  0.092
H 22.7897 7.4521 10.3906  0.084
H 20.9056 7.4402 10.6313  0.084
H 21.8987 5.9291 10.3270  0.077
H 20.0843 8.1975 14.7468  0.084
H 21.1089 8.4165 16.1573  -0.001
H 21.0143 6.7838 15.4691  0.079
O 27.2760 12.1720 16.0018  -0.319
S 26.7184 10.8955 16.5384  0.656
O 27.6721 9.8906 16.8142  -0.263
O 25.9326 11.2803 17.9714  -0.276
C 26.6969 11.0441 19.1399  -0.279
C 27.9838 11.8837 19.1873  -0.069
C 25.3853 10.2820 15.6253  -0.143
H 27.0530 10.0190 19.1727  0.106
H 26.0194 11.2298 19.9584  0.113
H 28.6490 11.5723 20.0008  0.078
H 27.8413 12.9622 19.5012  0.090
H 28.4968 11.7659 18.2561  0.046
H 25.5825 10.3675 14.5487  0.092
H 24.4993 10.8525 15.8422  0.012
H 25.2596 9.2131 15.8344  0.078
O 14.6642 17.2174 20.3347  -0.267
S 13.7987 16.5284 19.4274  0.574
O 13.2620 17.2392 18.2775  -0.300
O 14.5836 15.3734 18.7421  -0.269
C 15.8868 14.9702 19.2935  -0.231
C 15.8625 13.7834 20.2230  -0.061
C 12.4729 15.6977 20.3403  -0.111
H 16.4289 15.7977 19.7657  0.120
H 16.4589 14.5808 18.4536  0.116
H 15.2926 13.0618 19.7052  0.058
H 15.4641 14.1165 21.2100  0.099
H 16.8837 13.4893 20.3912  0.044
H 12.9016 15.1421 21.2314  0.089
H 11.9217 14.9891 19.7230  0.065
H 11.8167 16.5552 20.6488  0.084
O 14.5926 9.0671 14.5367  -0.269
S 15.8261 9.1856 15.2817  0.575
O 16.8780 9.9015 14.6310  -0.281
O 15.5548 9.8309 16.7160  -0.267
C 14.7481 11.0332 16.7320  -0.252
C 13.3055 10.8418 17.1735  -0.057
C 16.5206 7.6209 15.7811  -0.095
H 14.7787 11.3941 15.6297  0.144
H 15.2597 11.7129 17.3514  0.087
H 13.1452 10.5179 18.2045  0.081
H 12.8509 10.1242 16.4929  0.078
H 12.7593 11.7593 17.1108  0.064
H 15.7886 6.9872 16.1513  0.043
H 17.3371 7.7825 16.5153  0.085
H 16.9076 7.2422 14.8437  0.071
O 24.5228 13.1746 16.4597  -0.318
S 24.7616 14.5931 16.8608  0.633
O 23.5939 15.4569 16.6916  -0.316
O 25.2227 14.5986 18.3711  -0.272
C 24.1090 14.3344 19.2600  -0.248
C 24.6570 14.4791 20.6895  -0.035
C 26.1339 15.2871 16.0194  -0.081
H 23.6489 13.3985 19.0695  0.100
H 23.3714 15.1467 19.0516  0.115
H 25.1139 15.4269 20.7983  0.048
H 25.4521 13.7500 20.8736  0.075
H 23.7971 14.4260 21.3869  0.081
H 25.7121 15.7783 15.1924  0.045
H 26.8367 14.5120 15.6753  0.075
H 26.5743 16.0569 16.6638  0.075
O 18.8809 14.1523 20.8261  -0.295
S 20.1697 13.6483 20.3844  0.594
O 21.3090 14.3522 20.8344  -0.268
O 20.1965 12.0525 20.5857  -0.252
C 21.1033 11.4395 21.5793  -0.250
C 20.5244 11.3092 22.9347  -0.083
C 20.2402 13.8461 18.6356  -0.108
H 22.1147 11.8488 21.5290  0.121
H 21.2444 10.4242 21.1590  0.102
H 20.6524 12.1800 23.6369  0.100
H 21.0668 10.4619 23.3683  0.079
H 19.4748 10.8890 22.9608  0.107
H 19.3398 13.5292 18.1243  0.057
H 21.0231 13.2767 18.2670  0.033
H 20.3180 14.8748 18.3827  0.072
O 25.0190 20.6239 16.0833  -0.292
S 25.1439 19.2298 15.6929  0.582
O 25.7709 18.8812 14.4308  -0.291
O 25.9559 18.4672 16.7963  -0.262
C 25.8652 18.9075 18.1487  -0.256
C 25.0735 17.9457 19.0090  -0.045
C 23.4939 18.5828 15.7674  -0.127
H 25.4349 19.8863 18.2962  0.112
H 26.9255 18.9941 18.3222  0.127
H 25.1817 18.0177 20.0702  0.075
H 25.4138 16.9094 18.7622  0.066
H 24.0002 17.9555 18.6793  0.095
H 23.0840 18.8959 16.7551  0.081
H 23.4662 17.4352 15.6285  0.076
H 22.9863 19.0950 14.9457  0.064
N 14.5684 16.4039 15.7464  0.011
C 14.4579 15.0450 15.5532  -0.108
C 15.0719 14.8306 14.3370  -0.092
C 15.5743 16.0728 13.8578  -0.117
C 15.2326 17.0550 14.7526  -0.147
H 14.1507 16.8130 16.5759  0.091
H 13.9421 14.4398 16.2672  0.096
H 15.0939 13.8994 13.7683  0.078
H 16.0297 16.2771 12.9184  0.075
H 15.2686 18.1196 14.7094  0.115
N 20.3887 13.7647 15.1683  0.053
C 19.0017 13.8182 15.4422  -0.095
C 18.5861 12.4933 15.6739  -0.102
C 19.7179 11.6719 15.5475  -0.133
C 20.8543 12.5023 15.2733  -0.114
H 20.9239 14.5604 14.8600  0.095
H 18.5178 14.7145 15.3784  0.046
H 17.5558 12.1642 15.9321  0.103
H 19.6432 10.5711 15.5523  0.099
H 21.9413 12.3239 15.2278  0.115
N 21.1245 10.2124 17.9193  -0.002
C 20.6014 9.3559 18.8152  -0.140
C 21.7026 8.5974 19.2445  -0.113
C 22.8645 9.1401 18.6419  -0.119
C 22.4934 10.0791 17.7427  -0.125
H 20.7170 11.0369 17.4509  0.104
H 19.5646 9.3231 19.0219  0.106
H 21.7428 7.8188 20.0145  0.097
H 23.9024 8.8391 18.8625  0.108
H 23.0605 10.6505 16.9465  0.106
C 18.5629 17.3503 15.6363  -1.014
Cl 18.9723 18.2076 17.1005  0.545
Cl 18.9726 18.3379 14.1768  0.480
H 19.0687 16.4253 15.4286  -0.023
H 17.4686 17.1649 15.5428  0.004

[2]
Entry from the OMol25 dataset: an isolated molecule of C2H3NO2 (the ωB97M-V functional and the def2-TZVPD basis).

The structure (SMILES) is C=NOC=O. As for the charge: 0. The value obtained for the HOMO energy is -10.75 eV. The HOMO-LUMO gap is 11.6 eV. For the energy relative to the best compared isomer or geometry (same formula, charge and spin), the calculation gives 2.849 eV.

Each line ends with the natural charge from an NBO analysis.
CARTESIAN COORDINATES (ANGSTROEM)
C 0.5100 -0.8353 -0.0767  -0.113
C -1.7698 1.7559 -0.1668  0.644
N 0.0791 0.3292 -0.0097  -0.139
O -2.7360 2.1618 -0.7293  -0.545
O -1.3161 0.5765 -0.3951  -0.391
H 1.6580 -0.8671 0.1218  0.232
H -0.1828 -1.7066 -0.3053  0.205
H -1.1001 2.2201 0.5307  0.106

[3]
Entry from the OMol25 dataset: a structure of composition C30H52O40S7 (the ωB97M-V functional and the def2-TZVPD basis).

As for the charge: 0. The value obtained for the HOMO energy is -10.79 eV. The HOMO-LUMO gap is 11.0 eV. For the energy relative to the best compared isomer or geometry (same formula, charge and spin), the calculation gives 0.000 eV.

Each line ends with the Löwdin charge.
CARTESIAN COORDINATES (ANGSTROEM)
C 5.9336 0.3740 1.5180  -0.082
C 7.1499 -0.4811 0.9368  -0.206
O 8.0954 -0.7166 1.9496  -0.161
S 7.2085 -0.7818 3.3038  0.585
O 8.0739 -0.4979 4.3843  -0.206
O 6.5060 -2.0309 3.3145  -0.231
O 6.2071 0.3931 2.9930  -0.218
H 4.9641 -0.1437 1.3817  0.119
H 5.9574 1.4221 1.1506  0.138
H 7.6785 0.0391 0.0947  0.145
H 6.6748 -1.3841 0.5910  0.094
C 3.6740 -1.1661 4.3791  -0.141
C 3.1678 0.1749 4.8260  -0.058
O 2.1443 -0.2239 5.8708  -0.207
S 1.8403 -1.7634 5.7671  0.518
O 0.4427 -1.8360 5.6622  -0.227
O 2.5837 -2.5141 6.6748  -0.182
O 2.4107 -1.9332 4.3138  -0.177
H 4.3161 -1.5811 5.1087  0.115
H 4.0100 -1.2319 3.3485  0.121
H 2.4620 0.6178 4.1266  0.106
H 3.9192 0.8473 5.2489  0.146
C -0.7589 7.1069 -0.4241  -0.200
C -0.0525 6.0590 0.4773  -0.118
O 0.0063 4.8592 -0.3521  -0.203
S -1.3036 4.8790 -1.3243  0.643
O -2.3911 4.0834 -0.7968  -0.221
O -0.9632 4.7759 -2.6902  -0.211
O -1.7193 6.4069 -1.1064  -0.168
H 0.0107 7.5791 -1.0477  0.137
H -1.2890 7.8652 0.0923  0.127
H -0.5488 5.8155 1.4957  0.152
H 0.9884 6.4214 0.6203  0.142
C -2.7136 -2.7888 5.8908  -0.125
C -2.6638 -1.2868 6.2035  -0.147
O -3.0443 -0.6251 5.0018  -0.195
S -3.8383 -1.5855 4.0810  0.501
O -3.5400 -1.1694 2.7880  -0.198
O -5.1539 -1.6182 4.6095  -0.216
O -3.1528 -2.9033 4.5223  -0.169
H -3.2931 -3.3120 6.6404  0.130
H -1.6895 -3.1700 5.8834  0.117
H -1.6925 -0.8970 6.3844  0.099
H -3.3348 -1.0001 7.0539  0.147
C -3.8382 1.7847 -1.7619  -0.087
C -3.6746 2.5953 -3.0517  -0.159
O -4.8767 2.1530 -3.7136  -0.200
S -5.1056 0.5873 -3.5766  0.588
O -4.5070 -0.1337 -4.6371  -0.213
O -6.5325 0.4933 -3.4093  -0.236
O -4.2648 0.3891 -2.2379  -0.210
H -4.7079 2.2772 -1.3392  0.134
H -2.9847 1.5750 -1.1466  0.095
H -2.7167 2.4003 -3.6284  0.150
H -3.7795 3.6501 -2.8432  0.114
C -2.0089 -2.2302 -5.1425  -0.142
C -1.2779 -0.9388 -5.4017  -0.135
O -0.2595 -1.3995 -6.3128  -0.190
S 0.3397 -2.7079 -5.7035  0.564
O 1.2375 -2.3399 -4.6546  -0.245
O 0.7401 -3.5577 -6.7621  -0.208
O -0.9987 -3.2559 -5.1061  -0.163
H -2.7637 -2.4222 -5.8448  0.122
H -2.4247 -2.2470 -4.1312  0.104
H -0.8122 -0.5529 -4.4894  0.107
H -1.7912 -0.2070 -6.0583  0.154
C 4.6406 -3.1245 -2.0305  -0.171
C 4.1697 -2.5220 -3.3399  -0.123
O 4.7418 -1.2009 -3.3089  -0.186
S 5.5611 -0.9384 -2.0014  0.577
O 5.2796 0.3497 -1.4129  -0.235
O 6.9274 -1.1906 -2.2473  -0.204
O 4.8265 -2.0464 -1.0710  -0.191
H 5.5524 -3.7784 -1.9254  0.155
H 3.8584 -3.6997 -1.5838  0.108
H 3.0763 -2.3723 -3.4405  0.098
H 4.5646 -3.1658 -4.1941  0.166
C 2.3930 3.6306 -2.8968  -0.001
C 1.4384 2.4842 -2.4993  -0.262
C 1.8668 1.1101 -3.0680  -0.072
O 1.8304 0.2402 -1.9516  0.031
C 1.6931 0.9623 -0.8063  -0.592
O 1.8704 0.5524 0.2791  0.161
O 1.5685 2.2540 -1.0755  0.092
H 1.8660 4.5647 -2.6538  0.072
H 2.4403 3.6959 -3.9420  0.069
H 3.3604 3.6898 -2.4297  0.089
H 0.4406 2.7427 -2.7955  0.113
H 2.9456 1.0673 -3.4305  0.152
H 1.1932 0.7720 -3.8449  0.122
C -0.3127 0.5526 3.5275  -0.007
C 0.4174 1.6297 2.7715  -0.310
C -0.6392 2.3955 1.9290  -0.075
O -0.8547 3.6033 2.6641  0.051
C 0.2007 3.8338 3.4837  -0.575
O 0.4526 4.8565 3.9698  0.193
O 0.8336 2.6439 3.6718  0.073
H -0.6064 -0.3439 2.8869  0.114
H -1.2076 1.0713 3.8952  0.099
H 0.2403 0.1414 4.3791  0.052
H 1.2808 1.2895 2.1401  0.133
H -1.5226 1.8142 1.7998  0.126
H -0.2026 2.6806 0.9861  0.105
C -6.5645 -2.0108 0.8628  -0.015
C -6.3211 -2.8025 -0.3954  -0.306
C -6.7973 -2.1482 -1.6883  -0.013
O -5.5326 -1.9891 -2.4242  0.026
C -4.5004 -2.4883 -1.7719  -0.564
O -3.4033 -2.4973 -2.2134  0.160
O -4.9206 -3.0636 -0.6038  0.096
H -5.9542 -1.1368 0.8750  0.080
H -6.3973 -2.6563 1.7192  0.086
H -7.5984 -1.6452 0.9288  0.100
H -6.8368 -3.7262 -0.2292  0.141
H -7.1434 -1.1169 -1.5525  0.131
H -7.4322 -2.7368 -2.2669  0.117
C 1.0022 -3.1268 -1.1791  -0.016
C -0.3759 -2.6188 -1.1327  -0.258
C -0.9111 -1.9743 0.1900  -0.060
O -1.0512 -0.5661 -0.1068  0.044
C -0.9195 -0.3948 -1.4820  -0.546
O -1.0162 0.6942 -1.9983  0.130
O -0.5553 -1.4977 -2.0852  0.084
H 1.2004 -3.3508 -2.3022  0.113
H 1.0353 -4.0079 -0.6654  0.064
H 1.7645 -2.3660 -1.0296  0.085
H -1.0882 -3.4086 -1.3809  0.145
H -0.2688 -2.1333 1.0989  0.145
H -1.8738 -2.4670 0.4042  0.124

The records above give, respectively, max |F| values of 4.7; 5.8; 5.0 eV Å⁻¹.